No. 1
Here is an isolated molecule of C29H35N3O7 in a non-equilibrium geometry from the OMol25 dataset. Energies are from the ωB97M-V functional and the def2-TZVPD basis.

Results
Electronic energy: -49439.9935 eV
F_max: 3.9 eV/A
LUMO energy: -0.0376 Eh
Relative energy (zero: lowest compared OMol25 entry of this formula, charge and spin): 0.0 kcal per mole
SMILES: CCOC(=O)C(C(=O)OCC)[C@@H](/C=C/N1[C@H](Cc2ccccc2)C(=O)N(C)C1(C)C)c1cccc([N+](=O)[O-])c1
HOMO energy: -7.66 eV
HOMO-LUMO gap: 6.6367 eV

Element x y z (Å)
C1 -6.3270 0.9847 7.0740
C2 -5.2841 0.2824 6.2309
O1 -3.9468 0.5910 6.6637
C3 -2.9849 -0.0790 5.9363
O2 -3.3503 -0.9037 5.0604
C4 -1.6123 0.3538 6.2560
C5 -0.8398 -0.8764 6.5891
O3 -0.7411 -1.9142 5.9383
O4 -0.1683 -0.7173 7.7848
C6 0.7602 -1.8116 8.0384
C7 1.4625 -1.7143 9.3540
C8 -0.9340 1.2909 4.8168
C9 -0.6773 0.3678 3.7749
C10 0.4945 -0.3524 3.6423
N1 0.5972 -1.4668 2.9046
C11 1.8947 -2.1714 2.7777
C12 2.9161 -1.4912 1.8587
C13 4.2050 -2.2848 1.6736
C14 4.6714 -2.7026 0.4101
C15 5.7799 -3.5505 0.3401
C16 6.4880 -3.8693 1.4984
C17 6.0748 -3.3766 2.7446
C18 4.9601 -2.5480 2.8117
C19 1.4590 -3.5255 2.2417
O5 2.1794 -4.4897 2.0922
N2 0.1176 -3.4396 1.9603
C20 -0.5762 -4.5339 1.3409
C21 -0.5382 -2.1738 2.2677
C22 -1.0034 -1.4892 0.9848
C23 -1.7201 -2.4678 3.1818
C24 -1.8971 2.3827 4.4798
C25 -1.6273 3.7335 4.8235
C26 -2.5573 4.7312 4.5344
C27 -3.7609 4.4346 3.8953
C28 -4.0132 3.1106 3.5254
N3 -5.3389 2.7392 3.2153
O6 -6.2046 3.6271 3.1652
O7 -5.6278 1.5304 3.0632
C29 -3.0690 2.0878 3.7668
H1 -7.3090 0.7865 6.6158
H2 -6.3554 0.5865 8.1078
H3 -6.1836 2.0661 7.1026
H4 -5.4012 0.6257 5.1855
H5 -5.4665 -0.7969 6.2406
H6 -1.5593 1.1232 7.0554
H7 0.2576 -2.7725 7.9712
H8 1.5097 -1.7685 7.2361
H9 2.2424 -2.4922 9.3602
H10 1.9686 -0.7579 9.5351
H11 0.8086 -1.9317 10.2234
H12 -0.1594 1.4714 5.5999
H13 -1.4557 0.2118 3.0123
H14 1.4350 0.0346 4.0553
H15 2.3340 -2.2623 3.7839
H16 2.4297 -1.2717 0.8874
H17 3.1604 -0.4946 2.2912
H18 4.1312 -2.3821 -0.4984
H19 6.0753 -3.9653 -0.6331
H20 7.3790 -4.4717 1.4355
H21 6.5936 -3.6422 3.6650
H22 4.6313 -2.1067 3.7669
H23 0.1253 -5.3347 1.1054
H24 -1.3590 -4.9238 2.0054
H25 -1.0563 -4.1841 0.4182
H26 -0.2227 -1.5367 0.2147
H27 -1.8891 -2.0091 0.5906
H28 -1.2782 -0.4430 1.1643
H29 -1.3883 -2.9649 4.0908
H30 -2.2358 -1.5713 3.5047
H31 -2.4391 -3.0960 2.6425
H32 -0.6383 3.9732 5.2243
H33 -2.3334 5.7654 4.7895
H34 -4.5502 5.1693 3.7441
H35 -3.3059 1.0648 3.4154



No. 2
Here is a structure of composition C29H36F3FeNPS4 in a non-equilibrium geometry from the OMol25 dataset. Energies are from the ωB97M-V functional and the def2-TZVPD basis.

Results
Electronic energy: -127317.6762 eV
F_max: 2.7 eV/A
Net charge: -1
LUMO energy (spin up / spin down): 0.0889 / 0.0886 Eh
2S+1: 5
Relative energy (zero: lowest compared OMol25 entry of this formula, charge and spin): 81.2 kcal per mole
HOMO energy (spin up / spin down): -2.68 / -2.68 eV
Expectation value of S²: 6.025
HOMO-LUMO gap (spin up / spin down): 5.1022 / 5.0913 eV

Element x y z (Å)
Fe1 -0.1075 0.2212 -0.2705
S1 1.8932 0.1838 1.0912
C1 2.7964 -1.0847 0.3332
C2 4.1930 -1.0721 0.3598
C3 4.9193 -2.0558 -0.2786
C4 4.2744 -3.0935 -0.9404
C5 2.8913 -3.1335 -0.9677
C6 2.1608 -2.1381 -0.3476
S2 0.4008 -2.2201 -0.1512
C7 -0.5379 -2.4655 -1.7135
C8 -1.8936 -1.9753 -1.3182
C9 -3.0281 -2.7262 -1.5329
C10 -4.2379 -2.3106 -0.9872
C11 -4.2297 -1.1598 -0.2003
C12 -3.0580 -0.4426 -0.0448
C13 -3.0640 0.7156 0.9077
S3 -1.5956 1.8106 0.8337
C14 -1.2252 1.8536 2.5670
C15 -1.3217 3.0162 3.3045
C16 -1.0164 2.9871 4.6551
C17 -0.6543 1.7834 5.2488
C18 -0.5739 0.6183 4.5163
C19 -0.8192 0.6396 3.1401
S4 -0.6380 -0.7180 2.1071
N1 -1.9012 -0.8092 -0.6188
H1 4.6819 -0.2511 0.8625
H2 6.0011 -2.0073 -0.2713
H3 4.8404 -3.8848 -1.4127
H4 2.3764 -3.9378 -1.4714
H5 -0.5432 -3.5205 -1.9805
H6 -0.0856 -1.8698 -2.4982
H7 -2.9730 -3.6484 -2.0911
H8 -5.1372 -2.8917 -1.1198
H9 -5.1260 -0.8585 0.3244
H10 -3.1002 0.3144 1.9226
H11 -3.9306 1.3595 0.7528
H12 -1.6235 3.9338 2.8194
H13 -1.0599 3.8921 5.2469
H14 -0.4147 1.7573 6.3030
H15 -0.3008 -0.3160 4.9841
C20 -3.2569 3.8033 -2.7908
C21 -2.9421 2.5371 -1.9920
C22 -3.9494 1.4372 -2.3688
P1 -1.1332 1.8868 -2.0952
C23 -0.3090 3.5267 -1.5384
C24 0.8754 3.2934 -0.5962
C25 0.1583 4.5496 -2.5702
C26 -1.2149 1.6875 -4.0113
C27 -0.9822 0.2104 -4.3298
C28 -0.3687 2.5639 -4.9284
H16 -4.2521 4.1544 -2.5161
H17 -3.2635 3.6215 -3.8628
H18 -2.5497 4.5971 -2.5777
H19 -3.0891 2.7996 -0.9410
H20 -3.4586 0.5688 -2.8043
H21 -4.6783 1.8113 -3.0875
H22 -4.5006 1.0871 -1.5017
H23 -1.1150 3.9807 -0.9477
H24 1.7986 3.1773 -1.1536
H25 0.7589 2.3993 0.0168
H26 0.9900 4.1444 0.0737
H27 0.9887 4.1515 -3.1436
H28 0.5095 5.4357 -2.0387
H29 -0.6243 4.8649 -3.2532
H30 -2.2615 1.8898 -4.2537
H31 0.0633 -0.0574 -4.2243
H32 -1.2927 -0.0041 -5.3546
H33 -1.5672 -0.4153 -3.6576
H34 0.6870 2.5136 -4.6895
H35 -0.6870 3.5995 -4.8861
H36 -0.4929 2.2229 -5.9563
F1 2.7185 0.8789 -1.4653
C29 1.4296 0.5013 -1.7537
F2 1.6342 -0.6167 -2.5514
F3 1.1392 1.4616 -2.7421



No. 3
Here is a structure of composition C29H36N6O2RbSe in a non-equilibrium geometry from the OMol25 dataset. Energies are from the ωB97M-V functional and the def2-TZVPD basis.

Results
Electronic energy: -109689.3371 eV
F_max: 1.5 eV/A
Net charge: +1
LUMO energy: -0.1022 Eh
Relative energy (zero: lowest compared OMol25 entry of this formula, charge and spin): 18.3 kcal per mole
HOMO energy: -9.80 eV
HOMO-LUMO gap: 7.0193 eV

Element x y z (Å)
Rb1 0.3899 0.2341 -0.0961
C1 -2.4579 -2.6051 -5.7066
C2 -1.4761 -1.7699 -4.9323
C3 -0.9501 -0.6144 -5.4159
C4 -0.0858 0.2221 -4.6424
C5 0.4307 1.3600 -5.2547
N1 0.8930 2.4707 -4.6965
C6 0.3912 3.0933 -3.4731
C7 1.4585 3.9464 -2.7825
C8 2.1215 3.1800 -1.6460
N2 3.2005 3.9521 -1.0595
C9 4.2920 3.4544 -0.5086
C10 4.5462 2.1470 -0.0973
C11 5.9179 1.7574 -0.1450
C12 6.3149 0.4774 0.0877
C13 7.7428 0.0211 -0.0486
C14 5.3211 -0.4355 0.5074
C15 4.0009 -0.1143 0.7120
C16 3.1907 -1.1509 1.3505
N3 1.9862 -1.0711 1.7381
C17 1.4124 -2.2193 2.4045
C18 0.1975 -2.7510 1.6382
C19 0.5975 -3.3255 0.2655
N4 -0.1379 -2.7016 -0.8137
C20 0.5094 -2.1197 -1.7275
C21 -0.1070 -1.5287 -2.9237
C22 -1.0229 -2.2196 -3.6619
C23 0.3466 -0.2129 -3.3239
O1 1.1074 0.4591 -2.5864
C24 3.5206 1.2321 0.4110
O2 2.3602 1.6151 0.6539
H1 -2.7399 -2.1219 -6.6401
H2 -3.3625 -2.7689 -5.1189
H3 -2.0323 -3.5833 -5.9382
H4 -1.2334 -0.2675 -6.4049
H5 0.4828 1.3499 -6.3412
H6 1.3535 3.1107 -5.3261
H7 0.0405 2.3139 -2.8039
H8 -0.4642 3.7137 -3.7522
H9 0.9924 4.8546 -2.3920
H10 2.2099 4.2584 -3.5147
H11 2.5277 2.2370 -2.0145
H12 1.3840 2.9222 -0.8886
H13 3.1783 4.9450 -1.2309
H14 5.1114 4.1646 -0.4352
H15 6.6487 2.5073 -0.4320
H16 8.3408 0.7492 -0.5935
H17 7.7824 -0.9261 -0.5879
H18 8.2061 -0.1380 0.9274
H19 5.6436 -1.4458 0.7442
H20 3.7590 -2.0736 1.5476
H21 1.0919 -1.9013 3.3995
H22 2.1441 -3.0315 2.5283
H23 -0.5238 -1.9408 1.4937
H24 -0.2862 -3.5110 2.2504
H25 0.3701 -4.3917 0.2295
H26 1.6814 -3.2080 0.1156
H27 1.6108 -2.0371 -1.6909
H28 -1.3666 -3.1792 -3.2903
C25 -2.8732 1.3875 3.0592
N5 -2.2382 2.6020 2.5953
C26 -1.6333 3.5578 3.3882
C27 -1.1812 4.5278 2.5708
N6 -1.5103 4.1577 1.2806
C28 -1.2635 4.9169 0.0777
C29 -2.1591 2.9666 1.2947
Se1 -2.7910 2.0480 -0.1581
H29 -2.9775 1.4341 4.1399
H30 -2.2812 0.5138 2.7876
H31 -3.8545 1.2904 2.5996
H32 -1.5816 3.4701 4.4589
H33 -0.6632 5.4433 2.7948
H34 -0.6997 5.8116 0.3326
H35 -2.2077 5.1969 -0.3879
H36 -0.7076 4.3085 -0.6348



No. 4
Here is a structure of composition C29H37AsCl3I2N2OW from the OMol25 dataset. Energies are from the ωB97M-V functional and the def2-TZVPD basis.

Results
Electronic energy: -152108.5051 eV
F_max: 0.8 eV/A
Net charge: +3
LUMO energy: -0.3725 Eh
Relative energy (zero: lowest compared OMol25 entry of this formula, charge and spin): 16.6 kcal per mole
HOMO energy: -15.96 eV
HOMO-LUMO gap: 5.8192 eV

Element x y z (Å)
W1 0.5948 -0.1241 0.4295
C1 3.8965 0.3646 -0.3958
C2 2.6006 0.9112 0.1443
C3 1.7995 1.8079 -0.6299
C4 2.1730 2.2315 -2.0123
C5 0.6042 2.2920 -0.0822
C6 -0.3441 3.0811 -0.9368
C7 0.3837 2.1806 1.3333
C8 -0.8097 2.9060 1.9029
C9 1.4282 1.6846 2.1608
C10 1.6182 2.0633 3.5915
C11 2.3424 0.7869 1.5661
C12 3.2654 -0.0547 2.4118
H1 4.7278 0.9138 0.0523
H2 3.9586 0.4842 -1.4696
H3 4.0423 -0.6862 -0.1640
H4 1.7754 1.5487 -2.7541
H5 3.2528 2.2794 -2.1296
H6 1.7767 3.2207 -2.2259
H7 0.0108 4.1138 -1.0053
H8 -1.3462 3.1185 -0.5233
H9 -0.3989 2.6820 -1.9473
H10 -1.7439 2.4924 1.5255
H11 -0.7789 3.9578 1.6141
H12 -0.8550 2.8765 2.9855
H13 2.5262 2.6797 3.5982
H14 1.8232 1.2188 4.2457
H15 0.8190 2.6693 4.0046
H16 2.7748 -0.3862 3.3238
H17 4.1579 0.5108 2.6919
H18 3.6005 -0.9402 1.8765
I1 -0.8788 -4.9892 -0.7944
C13 -1.1763 -3.9064 0.9418
C14 -1.9570 -4.5141 1.9553
C15 -2.2175 -3.8818 3.1413
I2 -3.3577 -4.8624 4.5666
C16 -1.7165 -2.5626 3.3675
C17 -1.9511 -1.7981 4.5224
C18 -1.4500 -0.5231 4.5854
C19 -0.7184 -0.0167 3.5148
N1 -0.4322 -0.7016 2.4113
C20 -0.9444 -1.9706 2.3512
C21 -0.6667 -2.6558 1.1693
O1 0.1384 -1.9541 0.3100
H19 -2.3496 -5.5058 1.7777
H20 -2.5296 -2.2117 5.3385
H21 -1.6182 0.1064 5.4477
H22 -0.3726 0.9956 3.5746
C22 2.2249 -0.0018 -4.6419
C23 2.5940 -0.9544 -3.5075
As1 1.3886 -1.3409 -1.9963
C24 -0.1148 -2.0360 -3.0353
C25 -1.5090 -1.6168 -2.5999
C26 2.3740 -2.8811 -1.2776
C27 2.9301 -3.8441 -2.3210
H23 2.7182 -0.3468 -5.5503
H24 2.5621 1.0163 -4.4828
H25 1.1540 0.0126 -4.8529
H26 3.6010 -0.7981 -3.1252
H27 2.5919 -1.9670 -3.9156
H28 -0.0110 -3.1207 -3.0192
H29 0.0856 -1.7087 -4.0553
H30 -1.7537 -2.0047 -1.6095
H31 -2.2467 -2.0148 -3.2970
H32 -1.6156 -0.5303 -2.5992
H33 1.6861 -3.4021 -0.6234
H34 3.1720 -2.4752 -0.6522
H35 2.1562 -4.1974 -3.0049
H36 3.3290 -4.7191 -1.8074
H37 3.7417 -3.4189 -2.9074
Cl1 -4.0212 2.1292 -1.6245
C28 -3.9473 0.9013 -0.3727
Cl2 -4.7096 -0.5962 -0.8801
Cl3 -4.5859 1.4837 1.1531
C29 -2.5162 0.5837 -0.1532
N2 -1.4120 0.3247 -0.0074



No. 5
Here is a structure of composition C29H37BBaN10O3 from the OMol25 dataset. Energies are from the ωB97M-V functional and the def2-TZVPD basis.

Results
Electronic energy: -53091.3759 eV
F_max: 0.5 eV/A
LUMO energy: 0.0013 Eh
Relative energy (zero: lowest compared OMol25 entry of this formula, charge and spin): 29.0 kcal per mole
HOMO energy: -6.66 eV
HOMO-LUMO gap: 6.7003 eV

Element x y z (Å)
Ba1 -0.4529 0.1393 1.1549
C1 -2.5334 1.9030 -3.6323
C2 -2.8117 1.1423 -2.4874
N1 -1.7275 0.9705 -1.7449
N2 -0.7203 1.5989 -2.4024
C3 -1.1862 2.1724 -3.5279
B1 0.6086 1.6953 -1.6108
N3 1.8874 1.5998 -2.4610
C4 2.0960 1.5718 -3.7935
C5 3.4420 1.3709 -4.0151
C6 3.9819 1.2759 -2.7223
N4 3.0460 1.4156 -1.7936
N5 0.6076 2.9567 -0.7293
C7 0.7545 4.2429 -1.0926
C8 0.5473 5.0296 0.0203
C9 0.2606 4.1117 1.0394
N6 0.3033 2.8680 0.5819
H1 -3.2084 2.2136 -4.4106
H2 -3.7557 0.7322 -2.1624
H3 -0.5482 2.7628 -4.1643
H4 0.5552 0.7234 -0.9329
H5 1.2845 1.6778 -4.4920
H6 3.9505 1.3115 -4.9618
H7 5.0098 1.1250 -2.4283
H8 1.0029 4.5084 -2.1079
H9 0.5950 6.1023 0.0868
H10 0.0384 4.2938 2.0792
C10 -3.5691 -4.0109 1.0324
N7 -2.9048 -3.7088 -0.2273
C11 -3.3346 -4.4446 -1.4050
C12 -1.8697 -2.8517 -0.2490
O1 -1.4364 -2.3045 0.7595
C13 -1.2055 -2.5806 -1.6011
O2 -0.2111 -1.6031 -1.4775
C14 1.1132 -1.9306 -1.8045
C15 2.0485 -1.8165 -0.6014
O3 1.6189 -1.5662 0.5229
N8 3.3542 -1.9890 -0.8633
C16 4.3351 -1.8000 0.1950
C17 3.8586 -2.2447 -2.2042
H11 -4.6415 -3.8413 0.9312
H12 -3.1726 -3.3621 1.8060
H13 -3.3992 -5.0521 1.3136
H14 -4.3337 -4.8329 -1.2212
H15 -2.6768 -5.2904 -1.6218
H16 -3.3873 -3.8026 -2.2829
H17 -1.9606 -2.2042 -2.2983
H18 -0.8117 -3.5175 -2.0098
H19 1.4534 -1.2108 -2.5563
H20 1.1910 -2.9305 -2.2445
H21 3.8214 -1.5419 1.1144
H22 5.0111 -0.9870 -0.0740
H23 4.9114 -2.7144 0.3465
H24 3.5221 -1.4888 -2.9145
H25 3.5766 -3.2369 -2.5642
H26 4.9441 -2.1984 -2.1698
C18 1.7775 0.1797 4.2917
N9 0.4215 0.3078 3.7811
C19 -0.4640 0.8911 4.5048
C20 -1.8244 1.1499 4.1371
C21 -2.7429 1.8159 4.9588
C22 -3.9416 1.8627 4.2475
C23 -3.6830 1.2168 3.0346
N10 -2.4178 0.7751 2.9477
C24 2.6570 1.2287 3.6451
C25 2.8970 1.1538 2.2730
C26 3.6144 2.1363 1.6123
C27 4.1268 3.2093 2.3328
C28 3.9161 3.2837 3.7010
C29 3.1812 2.2994 4.3539
H27 2.1621 -0.8053 4.0126
H28 1.8056 0.2510 5.3854
H29 -0.2033 1.2407 5.5127
H30 -2.5419 2.2089 5.9446
H31 -4.8775 2.3008 4.5564
H32 -4.3769 1.0570 2.2192
H33 2.5229 0.3081 1.7028
H34 3.7510 2.0613 0.5401
H35 4.6844 3.9869 1.8265
H36 4.3145 4.1178 4.2652
H37 3.0033 2.3743 5.4206



No. 6
Here is a cluster of 3 separate species, C29H37F3O8 in total in a non-equilibrium geometry from the OMol25 dataset. Energies are from the ωB97M-V functional and the def2-TZVPD basis.

Results
Electronic energy: -55187.5203 eV
F_max: 8.4 eV/A
LUMO energy: -0.0609 Eh
SMILES: COCCCCCCC1=CC(=O)c2cc(CCOCC(F)(F)F)ccc2C1=O.O=C1CCCO1.O=C1CCCO1
HOMO energy: -8.78 eV
HOMO-LUMO gap: 7.1217 eV

Element x y z (Å)
C1 4.3029 -3.1175 2.4158
O1 3.7179 -2.5352 1.1718
C2 4.5084 -1.3210 0.7979
C3 3.5593 0.0077 0.5632
C4 3.3076 0.9128 1.9061
C5 3.4243 2.5326 1.6913
C6 2.7946 3.1021 0.2907
C7 1.6792 4.3073 0.4792
C8 0.2408 3.7735 1.1211
C9 -0.2931 4.6222 2.2613
C10 -1.7147 4.3373 3.0310
O2 -2.0071 5.0767 4.1296
C11 -2.7346 3.1647 2.4313
C12 -4.2535 2.8848 3.0132
C13 -5.2344 1.6757 2.4020
C14 -6.7534 1.3971 3.0259
C15 -7.6511 0.3615 2.1114
O3 -7.7889 -0.9977 2.7227
C16 -6.8216 -1.9394 2.1371
C17 -7.1916 -2.4667 0.6284
F1 -8.4707 -1.9560 0.0844
F2 -7.3256 -3.9701 0.6915
F3 -6.1263 -2.2113 -0.3879
C18 -4.5741 0.7974 1.1601
C19 -3.0584 1.0344 0.5668
C20 -2.1428 2.2484 1.2075
C21 -0.6047 2.4727 0.5924
O4 -0.1993 1.5583 -0.2919
H1 4.3071 -2.2694 3.2475
H2 3.7057 -4.0553 2.7811
H3 5.4288 -3.4525 2.2797
H4 5.3051 -1.1122 1.6298
H5 5.0413 -1.5585 -0.2385
H6 3.9161 0.6384 -0.3853
H7 2.4896 -0.4180 0.2468
H8 2.3010 0.5964 2.4613
H9 4.1738 0.6160 2.6722
H10 2.7858 3.0300 2.5688
H11 4.5144 2.9703 1.8216
H12 2.3001 2.2993 -0.4018
H13 3.7044 3.5829 -0.3133
H14 1.5042 4.7546 -0.6109
H15 2.1835 5.1260 1.1572
H16 0.3311 5.5639 2.6463
H17 -4.6222 3.5954 3.8804
H18 -6.6985 0.9086 4.1136
H19 -7.3522 2.4160 3.1886
H20 -7.3287 0.3190 0.9790
H21 -8.7613 0.8000 2.1050
H22 -5.7128 -1.5110 2.2391
H23 -6.8349 -2.9050 2.8371
H24 -5.2048 -0.0694 0.6758
H25 -2.5949 0.3837 -0.2888
O5 -1.6591 -1.6636 -1.6342
C22 -2.2661 -1.3665 -2.6498
C23 -2.9235 -2.3363 -3.5844
C24 -3.1537 -1.4884 -4.8098
C25 -3.3124 -0.1072 -4.2303
O6 -2.4779 -0.0858 -3.0732
H26 -3.8641 -2.6768 -3.1426
H27 -2.2675 -3.1828 -3.7997
H28 -4.0127 -1.8062 -5.4067
H29 -2.2648 -1.5216 -5.4515
H30 -4.3428 0.0982 -3.9217
H31 -2.9910 0.6688 -4.9312
O7 7.1688 -0.8757 -1.1340
C26 7.5147 -1.7309 -1.9323
C27 7.6813 -1.5259 -3.4075
C28 7.7229 -2.9429 -3.9212
C29 8.3054 -3.6993 -2.7562
O8 7.8477 -3.0109 -1.5933
H32 8.6217 -0.9988 -3.5912
H33 6.8381 -0.9719 -3.8264
H34 8.3014 -3.0578 -4.8417
H35 6.7019 -3.2924 -4.1174
H36 9.4004 -3.6893 -2.7597
H37 7.9604 -4.7371 -2.7300



Question: Which value of F_max does entry 6 give?
Answer: 8.4 eV/A